# 1
DFT (wB97M-V/def2-TZVPD) results for a cluster of 4 separate species, C14H28O6S2 in total.

Last column: Löwdin charge in e.
Atoms and positions in Å:
S1 7.8550 -9.7945 -0.7607  0.654
S2 5.5814 -16.1134 6.0308  0.652
O1 7.4445 -8.7782 -1.6957  -0.325
O2 7.3887 -11.1436 -0.8926  -0.316
O3 7.9486 -12.5673 2.1495  0.054
O4 5.8340 -15.8607 4.6434  -0.323
O5 2.7956 -11.9612 3.0134  0.072
O6 4.4518 -15.5450 6.7139  -0.310
C1 4.7662 -10.6143 3.1005  -0.017
C2 5.6555 -17.8749 6.3011  -0.226
C3 7.9146 -16.9973 6.8695  -0.227
C4 7.7353 -14.8546 1.5311  -0.012
C5 8.8982 -8.6861 1.4259  -0.206
C6 9.6480 -9.7376 -0.6599  -0.227
C7 6.9814 -18.2047 7.0108  -0.197
C8 9.4944 -14.0200 3.2050  -0.016
C9 4.8021 -13.1536 3.4546  -0.027
C10 3.9866 -11.9125 3.1983  -0.490
C11 7.5650 -9.2310 0.9147  -0.233
C12 7.0810 -15.7307 6.9361  -0.228
C13 9.9917 -9.5449 0.8018  -0.228
C14 8.3664 -13.6966 2.2616  -0.495
H1 4.2513 -13.8070 4.1265  0.070
H2 9.0214 -7.6724 1.0344  0.120
H3 6.7083 -8.5633 0.9177  0.109
H4 8.4650 -17.0397 5.9254  0.114
H5 5.3904 -10.6920 2.2109  0.066
H6 6.7524 -18.3984 8.0591  0.115
H7 4.9946 -13.6703 2.5139  0.091
H8 8.4912 -15.3922 0.9539  0.085
H9 5.7673 -12.9116 3.8983  0.069
H10 9.9516 -8.8838 -1.2674  0.104
H11 9.1529 -14.5576 4.0884  0.073
H12 9.9786 -13.0924 3.5106  0.080
H13 10.1198 -10.5019 1.3166  0.110
H14 4.0543 -9.7990 2.9694  0.082
H15 5.3599 -10.4120 3.9904  0.085
H16 5.5179 -18.3725 5.3389  0.105
H17 4.7536 -18.1772 6.8355  0.103
H18 7.5533 -14.8459 6.5210  0.103
H19 10.9633 -9.0637 0.9410  0.114
H20 10.2637 -14.6077 2.6959  0.085
H21 7.3407 -10.1408 1.4751  0.066
H22 10.0622 -10.6161 -1.1521  0.105
H23 6.7607 -15.5466 7.9630  0.110
H24 8.6844 -17.0033 7.6422  0.115
H25 6.9950 -14.4892 0.8234  0.086
H26 8.9161 -8.7023 2.5114  0.116
H27 7.2788 -15.5177 2.2685  0.077
H28 7.4007 -19.1130 6.5866  0.112

Properties
* HOMO: -9.0461 eV
* total charge: 0
* SMILES: O=S1(=O)CCCC1.O=S1(=O)CCCC1.CC(C)=O.CC(C)=O
* energy relative to the best compared isomer or geometry (same formula, charge and spin): 0.0 kcal/mol

# 2
DFT (wB97M-V/def2-TZVPD) results for a structure of composition C14H29AlI2N3S3.

Last column: Löwdin charge in e.
Atoms and positions in Å:
I1 -1.0669 2.8040 -3.2733  0.757
I2 1.1066 -0.2082 -3.2846  0.877
S1 -0.5071 -1.4206 0.9009  0.618
S2 3.0003 0.6387 -0.4208  0.605
S3 -0.8480 1.8032 0.3960  0.575
Al1 -0.6836 -0.0427 -0.9492  -0.466
N1 -1.6865 -0.5523 -2.2321  -0.194
N2 3.3242 1.4543 2.0963  -0.195
N3 3.9913 -0.7237 1.6782  -0.271
C1 -3.6702 -1.7995 -1.5983  -0.081
C2 5.4434 -0.6643 1.7406  -0.085
C3 3.5165 -1.9596 1.0777  -0.114
C4 2.7308 2.7421 1.8046  -0.084
C5 -2.9229 -1.0425 -2.7193  -0.781
C6 3.4133 0.4663 1.1799  -0.772
C7 -2.6884 -1.2339 2.5631  -0.136
C8 -1.9270 0.8635 1.4375  -0.761
C9 -3.8545 0.0711 -3.2346  -0.097
C10 -2.6621 -2.0307 -3.8771  -0.088
C11 3.5486 1.2131 3.5090  -0.057
C12 0.3071 1.5470 -4.3080  -1.064
C13 -1.7708 -0.4518 1.6595  -0.781
C14 -3.0305 1.6715 2.0865  -0.142
H1 -3.4615 -1.7390 1.9764  0.074
H2 -4.0181 1.2729 1.8405  0.075
H3 -3.5959 -2.4613 -4.2585  0.063
H4 -3.4141 0.5640 -4.1033  0.043
H5 3.8901 -2.7912 1.6794  0.083
H6 -2.0151 -2.8346 -3.5226  0.068
H7 -3.8829 -1.1014 -0.7850  0.067
H8 2.7004 1.5958 4.0804  0.090
H9 -4.6108 -2.2420 -1.9491  0.063
H10 4.4579 1.7176 3.8535  0.086
H11 -3.1750 -0.5888 3.2960  0.058
H12 -4.8319 -0.3343 -3.5197  0.064
H13 3.3061 3.5310 2.2974  0.086
H14 -3.0228 -2.5882 -1.2117  0.069
H15 3.6436 0.1460 3.6807  0.084
H16 5.7586 0.2622 2.2208  0.078
H17 1.1618 2.1691 -4.5433  -0.061
H18 2.7192 2.9126 0.7338  0.040
H19 5.8070 -1.5115 2.3239  0.084
H20 -2.1485 -1.5176 -4.6938  0.058
H21 5.8906 -0.7043 0.7375  0.089
H22 1.7000 2.7706 2.1560  0.077
H23 3.8454 -2.0882 0.0398  0.068
H24 -2.9852 2.6980 1.7305  0.043
H25 -2.9250 1.6827 3.1756  0.069
H26 2.4324 -1.9731 1.1022  0.044
H27 -3.9924 0.8188 -2.4514  0.067
H28 -2.1232 -2.0015 3.0924  0.055
H29 -0.1745 1.1905 -5.2110  -0.047

Properties
* HOMO: -2.9943 eV
* total charge: -1
* energy relative to the best compared isomer or geometry (same formula, charge and spin): 73.2 kcal/mol

# 3
DFT (wB97M-V/def2-TZVPD) results for a structure of composition C14H29B2F3N3O17Tl2.

Last column: Löwdin charge in e.
Atoms and positions in Å:
Tl1 9.8323 16.8374 2.2113  1.296
Tl2 8.7583 13.3105 -1.2065  1.345
F1 4.4764 20.8832 0.2702  0.075
F2 10.8548 22.9515 1.2326  0.106
F3 7.4277 16.8906 -7.5799  0.166
O1 7.1928 15.2876 1.7059  0.175
O2 7.6544 18.9908 1.1140  0.036
O3 8.5967 14.4630 -3.9613  0.070
O4 12.4364 18.1347 -4.8572  0.126
O5 9.5080 21.0232 -0.3330  0.060
O6 8.9481 16.5350 -4.5812  0.065
O7 10.7363 19.2666 0.4206  0.074
O8 5.9490 14.9985 -1.2578  0.045
O9 7.9396 15.2862 -5.9151  0.227
O10 11.0772 14.3378 -2.6839  -0.051
O11 13.6200 17.5778 -3.1801  0.099
O12 6.8605 13.2586 1.2034  0.242
O13 11.9104 14.8444 -4.6719  0.145
O14 6.0030 16.2032 -3.0326  0.125
O15 6.9230 20.4647 -0.5046  0.046
O16 6.3956 20.9448 1.5506  0.151
O17 11.5938 21.3565 0.0562  0.163
N1 5.8300 16.0941 -1.8148  -0.364
N2 12.0108 14.3802 -3.5330  -0.354
N3 12.5401 17.8074 -3.6943  -0.408
C1 8.5266 15.3389 -4.8093  -0.648
C2 13.3556 14.0571 -3.1332  0.065
C3 6.4413 14.2974 1.8082  -0.543
C4 10.6425 20.4141 0.0498  -0.507
C5 11.3942 17.9609 -2.7010  0.061
C6 7.4321 16.5400 -6.3273  -0.282
C7 6.3226 21.6888 -0.6108  -0.108
C8 5.4984 21.7130 0.6434  -0.177
C9 5.5753 17.3163 -1.0361  0.089
C10 10.9642 22.6299 -0.0771  -0.251
C11 7.0054 20.0158 0.7687  -0.456
C12 5.1383 14.2144 2.5674  0.107
C13 8.3100 17.5093 -5.4282  0.032
C14 9.6919 22.2842 -0.8510  -0.070
B1 10.8039 14.2769 0.9473  -0.366
B2 9.1534 16.5230 -0.7017  -0.400
H1 6.3831 16.5400 -6.0310  0.176
H2 5.7579 21.7708 -1.5395  0.160
H3 10.2185 16.6590 -0.5956  0.039
H4 8.7158 15.7619 -0.0744  -0.051
H5 7.6965 18.2975 -4.9916  0.142
H6 6.9581 22.5671 -0.7246  0.128
H7 13.9348 14.9652 -3.3002  0.110
H8 13.6438 13.2118 -3.7582  0.133
H9 4.3075 14.4765 1.9124  0.123
H10 10.7306 17.1472 -2.9938  0.063
H11 6.5047 17.8520 -0.8427  0.081
H12 8.9127 23.0082 -0.6131  0.136
H13 10.8253 18.8892 -2.7537  0.110
H14 8.9541 16.1404 -1.6907  0.034
H15 5.0058 13.2160 2.9844  0.131
H16 5.2186 22.6969 1.0198  0.190
H17 11.2194 14.7194 0.0552  0.051
H18 11.1334 13.2494 0.9450  0.036
H19 11.5533 23.3810 -0.6031  0.181
H20 13.4866 13.8152 -2.0785  0.113
H21 9.1017 17.9355 -6.0444  0.148
H22 4.9868 17.9714 -1.6786  0.127
H23 5.0255 16.9438 -0.1718  0.119
H24 5.1534 14.9183 3.3995  0.128
H25 11.3011 14.7786 1.7629  0.009
H26 9.8250 22.4950 -1.9122  0.156
H27 11.8853 17.9296 -1.7284  0.098
H28 8.6660 17.4652 -0.5048  0.026
H29 9.7330 14.4012 0.9926  -0.107

Properties
* HOMO: -17.7718 eV
* total charge: +3

Across the entries above, Kohn-Sham gap takes the values 9.41 5.37 1.97 eV, respectively.
Across the entries above, F_max takes the values 1.0 1.6 5.9 eV Å⁻¹, respectively.